# 1
ORCA calculation (ωB97M-V/def2-TZVPD) on an isolated molecule of C21H20ClN3O5S.

Results
electronic energy: -2211.135858 Eh
energy above the lowest of the compared OMol25 structures with the same formula, charge and spin: 0.000 eV
SMILES: Nc1cccc2c1C(=O)N(C(=O)c1ccc(Cl)c(S(=O)(=O)N3CCCCCC3)c1)C2=O

ORCA input file:
```
! RIJCOSX wB97M-V def2-TZVPD def2/J DEFGRID3
* xyz 0 1
N -5.70 0.43 1.47
C -4.79 -0.11 0.64
C -3.68 0.62 0.21
C -2.72 0.08 -0.65
C -2.83 -1.21 -1.13
C -3.94 -1.95 -0.71
C -4.89 -1.43 0.14
H -5.73 -2.03 0.44
H -4.05 -2.97 -1.07
H -2.09 -1.63 -1.80
C -1.69 1.10 -0.90
O -0.74 1.07 -1.64
N -2.07 2.21 -0.12
C -1.38 3.45 -0.08
O -1.96 4.50 -0.07
C 0.09 3.30 -0.05
C 0.70 2.19 0.53
C 2.07 2.04 0.50
C 2.86 3.02 -0.07
C 2.27 4.16 -0.62
C 0.90 4.29 -0.62
H 0.43 5.16 -1.05
H 2.90 4.92 -1.05
Cl 4.56 2.85 -0.11
S 2.62 0.47 1.21
O 4.02 0.26 0.95
O 2.18 0.44 2.57
N 1.64 -0.53 0.32
C 1.13 -1.69 1.01
C 2.21 -2.73 1.34
C 2.49 -3.74 0.22
C 2.45 -3.17 -1.20
H 1.42 -3.13 -1.55
C 3.06 -1.77 -1.34
H 3.41 -1.64 -2.37
H 3.92 -1.65 -0.68
C 2.05 -0.66 -1.06
H 1.15 -0.80 -1.67
H 2.48 0.30 -1.34
H 2.99 -3.86 -1.85
H 1.76 -4.55 0.28
H 3.48 -4.18 0.41
H 3.12 -2.17 1.58
H 1.93 -3.27 2.24
H 0.33 -2.13 0.41
H 0.71 -1.31 1.94
H 0.13 1.42 1.02
C -3.30 1.98 0.56
O -3.85 2.76 1.29
H -6.50 -0.09 1.77
H -5.56 1.38 1.78
*
```

Mulliken population analysis, charges in e, atoms 1 to 4:
1 N -0.3563
2 C 0.5683
3 C -0.2027
4 C 0.0984


# 2
ORCA calculation (ωB97M-V/def2-TZVPD) on a 2-piece molecular cluster, C15H30BN2O2 overall.

Results
electronic energy: -874.360119 Eh

ORCA input file:
```
! RIJCOSX wB97M-V def2-TZVPD def2/J DEFGRID3
* xyz 0 2
C 2.74 -0.06 1.73
C 2.36 1.16 0.87
B 0.93 1.77 1.18
O 0.84 3.15 1.23
C -0.37 0.88 1.42
C -0.42 -0.32 0.47
C -1.70 -1.16 0.61
C -1.67 -1.90 1.95
C -1.73 -2.23 -0.48
N -2.90 -0.26 0.48
O -3.18 0.02 -0.74
C -2.95 0.95 1.36
C -3.26 0.58 2.82
C -4.11 1.82 0.87
C -1.64 1.73 1.23
H 2.32 -0.99 1.35
H 2.39 0.06 2.76
H 3.82 -0.18 1.76
H 3.09 1.95 1.01
H 2.37 0.88 -0.19
H 0.52 3.50 2.06
H -0.35 0.56 2.47
H 0.42 -0.98 0.64
H -0.35 0.06 -0.55
H -1.19 -1.34 2.75
H -2.68 -2.19 2.27
H -1.09 -2.82 1.82
H -2.19 -3.15 -0.11
H -0.71 -2.47 -0.77
H -2.27 -1.90 -1.37
H -2.41 0.13 3.33
H -4.08 -0.14 2.86
H -3.54 1.48 3.37
H -4.99 1.22 0.64
H -3.83 2.43 0.02
H -4.39 2.50 1.68
H -1.67 2.58 1.91
H -1.62 2.13 0.21
C 4.48 -0.72 -3.00
C 3.72 -1.33 -4.17
C 2.46 -0.55 -4.54
C 1.52 -0.50 -3.42
N 0.80 -0.46 -2.52
H 3.87 -0.72 -2.09
H 5.39 -1.28 -2.79
H 4.77 0.31 -3.21
H 3.45 -2.36 -3.93
H 4.37 -1.36 -5.05
H 1.95 -1.00 -5.39
H 2.71 0.48 -4.81
*
```

Mulliken population analysis, charges in e, atoms 1 to 4:
1 C -1.1429
2 C -0.2555
3 B 0.4838
4 O -0.5420


# 3
ORCA calculation (ωB97M-V/def2-TZVPD) on C24H38N4O2SSiZr as an isolated structure in a non-equilibrium geometry.

Results
electronic energy: -2041.184201 Eh
energy above the lowest of the compared OMol25 structures with the same formula, charge and spin: 0.090 eV

ORCA input file:
```
! RIJCOSX wB97M-V def2-TZVPD def2/J DEFGRID3
* xyz 2 1
Zr -0.13 -0.68 0.12
C 2.83 -0.34 -5.11
C 2.52 -1.71 -4.52
N 2.92 -1.83 -3.11
C 2.23 -1.47 -2.04
S 0.59 -0.85 -2.29
N 2.87 -1.55 -0.89
N 2.11 -1.25 0.20
C 2.71 -1.08 1.33
C 4.19 -1.13 1.50
C 1.84 -0.79 2.49
C 2.32 -0.66 3.77
C 1.44 -0.37 4.81
C 0.09 -0.23 4.55
C -0.34 -0.40 3.25
N 0.51 -0.66 2.24
H 2.57 -0.33 -6.17
H 3.89 -0.11 -5.01
H 2.25 0.44 -4.61
H 3.04 -2.49 -5.06
H 1.45 -1.93 -4.59
H 3.87 -2.12 -2.92
H 4.66 -1.39 0.56
H 4.47 -1.87 2.25
H 4.56 -0.16 1.83
H 3.38 -0.78 3.97
H 1.81 -0.26 5.82
H -0.62 -0.01 5.33
H -1.39 -0.31 2.98
C -3.95 -0.40 2.14
Si -3.93 -0.49 0.27
C -4.49 -2.21 -0.23
C -5.14 0.73 -0.42
C -2.20 -0.05 -0.35
H -4.99 -0.50 2.48
H -3.58 0.55 2.53
H -3.40 -1.23 2.61
H -5.58 -2.20 -0.24
H -4.19 -2.98 0.49
H -4.16 -2.50 -1.23
H -6.15 0.47 -0.09
H -5.13 0.71 -1.52
H -4.94 1.76 -0.11
H -2.11 1.03 -0.13
H -2.28 -0.10 -1.45
C 2.51 2.10 -0.91
C 1.21 2.29 -0.22
O 0.58 1.28 0.18
C 0.66 3.60 0.02
C 1.35 4.75 -0.40
C 0.80 6.00 -0.18
C -0.42 6.12 0.47
C -1.12 4.99 0.89
C -0.58 3.74 0.67
H 2.77 1.05 -0.99
H 3.30 2.63 -0.36
H 2.47 2.54 -1.91
H 2.30 4.68 -0.91
H 1.33 6.89 -0.50
H -0.84 7.10 0.64
H -2.07 5.09 1.39
H -1.10 2.85 0.99
C -1.41 -3.93 -1.35
C -1.24 -3.79 0.14
O -0.11 -2.88 0.50
H -2.20 -4.66 -1.53
H -0.50 -4.29 -1.83
H -1.71 -2.99 -1.82
H -1.01 -4.74 0.61
H -2.11 -3.36 0.62
H 0.72 -3.35 0.36
*
```

Mulliken population analysis, charges in e, atoms 1 to 4:
1 Zr 0.9983
2 C -0.9250
3 C -0.6066
4 N -0.1729


# 4
ORCA calculation (ωB97M-V/def2-TZVPD) on C17H10Br2MnN2O5 as an isolated structure in a non-equilibrium geometry.

Results
electronic energy: -7438.305324 Eh

ORCA input file:
```
! RIJCOSX wB97M-V def2-TZVPD def2/J DEFGRID3
* xyz 1 5
Mn 0.27 -0.06 0.00
C -1.86 2.73 0.00
C -0.41 3.07 0.00
C 0.01 4.42 0.00
C 1.35 4.74 0.00
C 2.29 3.70 0.00
C 3.71 3.85 0.00
Br 4.46 5.58 0.00
C 4.55 2.76 0.00
C 4.04 1.46 0.00
Br 5.18 -0.03 0.00
C 2.66 1.24 0.00
O 2.07 0.09 0.00
C 1.79 2.38 0.00
N 0.47 2.07 0.00
H -2.48 3.62 0.00
H -2.09 2.13 0.88
H -2.09 2.13 -0.88
H -0.73 5.20 0.00
H 1.67 5.77 0.00
H 5.62 2.90 0.00
O -1.56 -0.18 0.00
C -2.35 -1.16 0.00
C -1.93 -2.51 0.00
C -2.86 -3.57 0.00
C -2.41 -4.87 0.00
C -1.04 -5.17 0.00
C -0.12 -4.15 0.00
C -0.52 -2.80 0.00
O 0.35 -1.84 0.00
N -3.40 -5.94 0.00
O -4.55 -5.60 0.00
O -2.98 -7.07 0.00
H -3.42 -0.95 0.00
H -3.92 -3.37 0.00
H -0.72 -6.21 0.00
H 0.94 -4.36 0.00
*
```

Mulliken population analysis, charges in e, atoms 1 to 4:
1 Mn 1.6287
2 C -1.1824
3 C 0.9103
4 C -0.9432


# 5
ORCA calculation (ωB97M-V/def2-TZVPD) on C4H6O2S as an isolated structure in a non-equilibrium geometry.

Results
electronic energy: -704.478449 Eh
energy above the lowest of the compared OMol25 structures with the same formula, charge and spin: 5.472 eV

ORCA input file:
```
! RIJCOSX wB97M-V def2-TZVPD def2/J DEFGRID3
* xyz 0 1
C 0.65 -0.55 -1.27
C 0.03 -0.43 0.13
C -0.66 0.62 1.89
C 0.50 0.82 -0.48
H -0.14 -2.12 -2.47
H 1.59 -0.60 -1.56
H -0.97 -0.55 -0.17
H -1.74 0.27 2.23
H -0.26 1.21 2.77
H 1.68 1.07 -0.52
O -0.12 -1.12 -2.34
O 0.20 -0.39 1.46
S -0.76 1.77 0.33
*
```

Mulliken population analysis, charges in e, atoms 1 to 4:
1 C -0.4420
2 C 0.0932
3 C -0.3218
4 C -0.1346


# 6
ORCA calculation (ωB97M-V/def2-TZVPD) on a 6-piece molecular cluster, C24H59ClN2O19P3 overall in a non-equilibrium geometry.

Results
electronic energy: -3973.144732 Eh
energy above the lowest of the compared OMol25 structures with the same formula, charge and spin: 2.184 eV

ORCA input file:
```
! RIJCOSX wB97M-V def2-TZVPD def2/J DEFGRID3
* xyz -1 1
N 4.82 4.09 4.87
P 3.22 3.94 4.85
N 2.76 2.24 5.01
C 3.08 1.64 3.69
C 3.75 0.20 3.82
O 3.60 -0.48 4.78
Cl 4.78 -0.49 2.46
C 1.33 2.04 5.43
C 0.69 0.67 4.97
O 0.13 0.60 3.84
O 0.73 -0.41 5.69
P 0.13 3.40 4.93
O 0.14 4.58 5.85
O 0.27 3.85 3.32
O -1.41 2.74 5.07
P 1.37 1.99 7.33
O 0.03 1.71 7.93
O 2.39 0.75 7.82
O 2.07 3.38 7.98
H 5.06 4.72 5.65
H 2.78 4.47 3.60
H 2.73 4.74 5.93
H 2.24 1.65 2.95
H 3.90 2.28 3.23
H 0.64 3.10 2.81
H -2.05 3.36 4.65
H 1.84 0.09 8.29
H 3.03 3.18 7.99
C 0.87 -4.24 0.38
O 1.13 -2.93 -0.10
C 0.09 -2.45 -0.94
C -0.78 -1.43 -0.21
O -1.55 -2.05 0.80
C -1.03 -1.80 2.11
H 1.63 -4.48 1.12
H -0.11 -4.30 0.86
H 0.93 -4.96 -0.43
H -0.52 -3.27 -1.33
H 0.57 -1.95 -1.79
H -1.49 -1.00 -0.93
H -0.17 -0.62 0.20
H -1.18 -0.75 2.37
H 0.03 -2.05 2.18
H -1.58 -2.42 2.82
C -2.17 2.97 -3.38
O -3.31 2.56 -2.66
C -3.02 1.51 -1.74
C -2.96 2.03 -0.31
O -1.82 2.86 -0.11
C -2.15 4.24 -0.08
H -2.43 3.86 -3.96
H -1.34 3.23 -2.72
H -1.86 2.19 -4.08
H -2.09 1.00 -2.01
H -3.84 0.78 -1.81
H -2.85 1.18 0.37
H -3.88 2.56 -0.05
H -2.71 4.47 0.84
H -2.74 4.54 -0.95
H -1.22 4.81 -0.07
C -3.90 -0.88 -6.65
O -3.64 0.43 -7.14
C -4.69 0.90 -7.98
C -5.56 1.92 -7.26
O -6.33 1.30 -6.23
C -5.81 1.55 -4.94
H -3.13 -1.12 -5.91
H -4.88 -0.95 -6.17
H -3.83 -1.61 -7.46
H -5.29 0.08 -8.37
H -4.21 1.40 -8.83
H -6.27 2.35 -7.97
H -4.95 2.73 -6.85
H -5.96 2.60 -4.67
H -4.75 1.30 -4.87
H -6.36 0.93 -4.22
C -4.38 -4.23 -4.50
O -4.86 -4.29 -5.83
C -4.19 -5.28 -6.60
C -5.06 -6.51 -6.79
O -5.23 -7.22 -5.57
C -6.51 -7.02 -4.99
H -5.02 -3.56 -3.93
H -4.40 -5.21 -4.02
H -3.36 -3.83 -4.48
H -3.23 -5.55 -6.15
H -3.99 -4.84 -7.58
H -4.56 -7.20 -7.49
H -6.03 -6.24 -7.22
H -7.27 -7.51 -5.60
H -6.74 -5.95 -4.90
H -6.51 -7.47 -4.00
C 7.83 -0.05 5.13
O 8.02 0.26 3.76
C 8.48 1.60 3.57
C 9.96 1.63 3.24
O 10.75 1.26 4.38
C 11.26 -0.05 4.27
H 7.62 -1.12 5.21
H 8.72 0.17 5.73
H 6.97 0.50 5.52
H 8.25 2.22 4.44
H 7.92 2.00 2.72
H 10.24 2.66 2.99
H 10.19 0.99 2.38
H 12.03 -0.10 3.49
H 10.47 -0.78 4.06
H 11.73 -0.31 5.22
*
```

Mulliken population analysis, charges in e, atoms 1 to 4:
1 N -0.8839
2 P 0.3844
3 N -0.1568
4 C -0.6370


# 7
ORCA calculation (ωB97M-V/def2-TZVPD) on a 2-piece molecular cluster, C2H5BrCl2N overall in a non-equilibrium geometry.

Results
electronic energy: -3627.969775 Eh
energy above the lowest of the compared OMol25 structures with the same formula, charge and spin: 2.293 eV

ORCA input file:
```
! RIJCOSX wB97M-V def2-TZVPD def2/J DEFGRID3
* xyz 1 1
C 0.42 -0.92 0.15
C -1.59 0.50 0.59
N 1.33 0.14 -0.27
Cl -0.97 2.02 0.05
Cl -2.75 -0.19 -0.52
Br -0.21 -1.91 -1.30
H 0.90 -1.37 0.91
H -1.85 0.41 1.71
H 1.46 0.18 -1.39
H 2.23 0.07 0.13
H 1.03 1.07 -0.06
*
```

Mulliken population analysis, charges in e, atoms 1 to 4:
1 C -0.3969
2 C 0.0467
3 N -0.2691
4 Cl -0.1077


# 8
ORCA calculation (ωB97M-V/def2-TZVPD) on an isolated molecule of C2H7N5O in a non-equilibrium geometry.

Results
electronic energy: -429.178803 Eh
energy above the lowest of the compared OMol25 structures with the same formula, charge and spin: 6.658 eV
SMILES: [H]/N=C(NN)/C(=N/[H])NO

ORCA input file:
```
! RIJCOSX wB97M-V def2-TZVPD def2/J DEFGRID3
* xyz 0 1
C 0.32 -0.89 -0.57
C -0.81 -0.62 0.42
H 2.15 1.08 1.26
H 1.40 2.19 -0.36
H 2.47 -0.32 -0.81
H 1.20 -2.10 -1.49
H -1.38 -0.43 2.29
H -2.85 0.08 0.49
H -1.25 1.90 -0.67
N 1.55 1.17 0.37
N 1.46 0.02 -0.37
N 0.20 -2.03 -1.01
N -0.62 -0.92 1.67
N -1.97 -0.22 -0.17
O -1.86 1.09 -1.04
*
```

Mulliken population analysis, charges in e, atoms 1 to 4:
1 C 0.4504
2 C 0.3542
3 H 0.2413
4 H 0.2636


# 9
ORCA calculation (ωB97M-V/def2-TZVPD) on C45H37N7O6P2RuS as an isolated structure.

Results
electronic energy: -3746.943611 Eh
energy above the lowest of the compared OMol25 structures with the same formula, charge and spin: 0.000 eV

ORCA input file:
```
! RIJCOSX wB97M-V def2-TZVPD def2/J DEFGRID3
* xyz 2 1
Ru 0.38 -0.34 -0.65
N 1.00 3.08 2.12
C 1.04 1.89 1.51
S 0.88 1.93 -0.27
N 1.26 0.80 2.15
N 1.26 -0.29 1.32
C 1.86 -1.36 1.73
C 2.53 -1.50 3.03
C 2.17 -2.55 3.87
C 2.78 -2.69 5.10
C 3.79 -1.81 5.48
C 4.16 -0.77 4.63
C 3.53 -0.61 3.41
C 1.86 -2.48 0.76
C 2.72 -3.55 0.93
C 2.71 -4.59 0.00
C 1.83 -4.51 -1.05
C 1.02 -3.39 -1.17
N 1.03 -2.38 -0.31
H 0.87 3.92 1.60
H 1.24 3.14 3.09
H 1.39 -3.25 3.58
H 2.49 -3.49 5.77
H 4.28 -1.93 6.44
H 4.95 -0.09 4.92
H 3.82 0.20 2.75
H 3.39 -3.55 1.77
H 3.39 -5.42 0.11
H 1.75 -5.29 -1.80
H 0.36 -3.33 -2.02
C -3.01 0.31 -3.54
N -2.01 0.10 -2.48
P -1.25 1.18 -1.45
C -2.42 1.66 -0.18
C -3.57 2.36 -0.56
C -4.55 2.63 0.38
C -4.40 2.19 1.69
C -3.26 1.49 2.07
C -2.27 1.23 1.13
C -0.86 2.55 -2.53
C -0.37 2.27 -3.81
C -0.09 3.31 -4.68
C -0.29 4.63 -4.28
C -0.78 4.91 -3.01
C -1.06 3.88 -2.13
P -1.48 -1.31 -1.77
C -1.41 -2.49 -3.11
C -2.08 -3.71 -3.02
C -2.06 -4.59 -4.09
C -1.37 -4.25 -5.25
C -0.70 -3.03 -5.35
C -0.72 -2.15 -4.28
C -2.65 -1.91 -0.54
C -2.21 -2.35 0.71
C -3.13 -2.73 1.67
C -4.49 -2.66 1.40
C -4.93 -2.22 0.16
C -4.02 -1.84 -0.81
H -3.53 1.25 -3.37
H -3.75 -0.49 -3.53
H -2.53 0.35 -4.51
H -3.69 2.73 -1.57
H -5.43 3.18 0.10
H -5.17 2.40 2.42
H -3.14 1.15 3.09
H -1.38 0.68 1.44
H -0.21 1.25 -4.11
H 0.30 3.10 -5.67
H -0.07 5.44 -4.96
H -0.94 5.93 -2.71
H -1.43 4.10 -1.14
H -2.61 -3.98 -2.11
H -2.59 -5.53 -4.03
H -1.35 -4.94 -6.08
H -0.16 -2.78 -6.25
H -0.22 -1.20 -4.35
H -1.16 -2.39 0.94
H -2.79 -3.08 2.64
H -5.21 -2.96 2.16
H -5.99 -2.16 -0.05
H -4.38 -1.50 -1.77
O 1.18 -0.25 -2.51
C 2.47 -0.42 -2.40
O 3.02 -0.73 -1.35
C 3.19 -0.22 -3.70
C 2.87 -1.02 -4.78
C 3.52 -0.82 -5.98
C 4.49 0.15 -6.15
C 4.78 0.93 -5.04
C 4.16 0.76 -3.82
N 5.80 2.00 -5.18
O 6.04 2.66 -4.19
O 6.31 2.14 -6.27
N 3.15 -1.66 -7.14
O 3.73 -1.47 -8.18
O 2.27 -2.49 -6.96
H 2.13 -1.81 -4.71
H 4.99 0.31 -7.09
H 4.44 1.39 -2.99
*
```

Mulliken population analysis, charges in e, atoms 1 to 4:
1 Ru -0.7879
2 N -0.3836
3 C 0.6239
4 S -0.6148


# 10
ORCA calculation (ωB97M-V/def2-TZVPD) on an isolated ion of composition C4H8N3O2 and charge -1 in a non-equilibrium geometry.

Results
electronic energy: -471.843464 Eh
energy above the lowest of the compared OMol25 structures with the same formula, charge and spin: 2.355 eV
SMILES: CC[C@@H]1C(=O)NNN1[O-]

ORCA input file:
```
! RIJCOSX wB97M-V def2-TZVPD def2/J DEFGRID3
* xyz -1 1
C -1.79 -0.24 0.59
C -0.35 -0.69 0.60
C 1.20 -1.06 -1.30
C 0.50 -0.07 -0.49
N -2.16 -0.09 1.85
N -1.19 -0.51 2.82
N 0.15 -0.42 2.15
O 0.60 0.82 2.27
O -2.53 0.14 -0.38
H -0.52 -1.74 0.34
H 1.83 -1.78 -0.53
H 1.76 -0.59 -2.12
H 0.47 -1.76 -1.70
H -0.12 0.38 -1.26
H 1.16 0.50 0.08
H -3.15 0.00 2.11
H -1.20 0.17 3.53
*
```

Mulliken population analysis, charges in e, atoms 1 to 4:
1 C 0.2285
2 C 0.3247
3 C -1.2758
4 C -0.3938